Computed, not measured: an isolated ion of composition C7H19N4 and charge +1, with ωB97M-V/def2-TZVPD.

The geometry in XYZ format:
```
30
Properties=species:S:1:pos:R:3:forces:R:3:mulliken_charge:R:1
C 0.116 -2.616 0.459 1.5 2.5 -4.6 -1.7628
C -0.604 -1.301 0.285 0.4 1.9 0.6 0.9351
N -2.023 -1.585 0.288 0.3 -0.4 0.1 -0.5323
C -0.126 0.014 0.086 0.4 -2.0 0.8 -0.5593
C -1.114 1.103 -0.193 -2.9 -1.4 -0.3 -0.6054
N -1.998 1.558 0.953 1.8 -0.3 -1.6 -0.6811
N -2.209 0.420 -1.134 0.5 0.3 2.3 -0.4236
C 1.426 0.443 -0.042 -0.3 -1.0 0.6 1.2442
C 1.808 1.901 0.324 0.0 1.5 -1.9 -1.3028
C 1.848 -0.036 -1.513 -0.3 1.6 3.2 -1.4335
N 2.119 -0.351 1.004 2.3 -0.9 0.0 -0.7128
H -0.209 -3.124 1.274 -0.6 -1.4 2.7 0.5845
H 1.163 -2.306 0.403 0.1 -1.0 0.5 0.3155
H -0.131 -3.233 -0.459 0.3 0.5 0.9 0.4035
H -2.203 -2.560 0.494 0.2 -0.2 -0.5 0.2807
H -2.606 -1.108 0.941 -0.1 1.0 0.8 0.3027
H -0.700 1.854 -0.857 0.2 0.5 0.4 0.5812
H -2.394 2.451 0.679 -0.2 0.1 0.1 0.2929
H -1.357 1.776 1.696 0.1 0.0 0.7 0.2849
H -3.096 0.876 -0.935 -0.1 -0.1 -0.4 0.3372
H -1.909 0.557 -2.052 0.2 0.1 -2.0 0.3174
H -2.254 -0.680 -0.773 -0.4 1.0 -0.7 0.4598
H 1.133 2.776 -0.061 1.2 -1.6 0.4 0.2798
H 2.856 2.005 -0.169 -1.7 0.3 1.1 0.3632
H 1.893 2.023 1.415 0.0 -0.1 -0.5 0.3604
H 2.021 -1.053 -1.419 0.1 -2.1 0.0 0.4047
H 1.018 0.139 -2.135 -0.6 0.4 -1.3 0.3277
H 2.775 0.407 -1.775 0.7 0.7 -0.7 0.4184
H 3.110 -0.116 1.356 -1.7 0.0 -1.9 0.2781
H 1.646 -0.237 1.861 -1.2 0.0 1.0 0.2416
```
Forces are in eV/Å.

Results
Spin multiplicity = 1
SMILES = C/C(N)=C(/[C@H](N)[NH3+])C(C)(C)N
F_max = 5.4 eV Å⁻¹
LUMO level = -0.100 hartree
Net charge = +1

=====

Computed, not measured: a 2-piece molecular cluster, C7H19NO overall, with ωB97M-V/def2-TZVPD.

The geometry in XYZ format:
```
28
Properties=species:S:1:pos:R:3:forces:R:3:mulliken_charge:R:1
C -1.393 1.481 -0.865 0.4 0.7 -1.2 -0.9838
C -1.186 0.466 -2.009 -0.4 0.8 0.6 -0.5893
C -0.122 -0.569 -1.753 0.7 -1.0 -0.1 0.0662
C -0.304 -1.613 -0.638 0.0 1.1 0.7 -1.0622
N -0.367 -1.130 0.765 0.0 -0.5 -1.5 -0.0299
C 0.875 -0.719 1.418 -1.1 0.5 0.0 -0.5558
C 1.471 0.683 1.174 0.6 -0.6 -1.1 -0.1845
C 2.462 0.834 0.010 0.4 0.1 -0.6 -1.2641
H -1.848 1.106 0.045 0.1 0.2 0.1 0.2622
H -0.432 1.989 -0.734 0.1 -0.5 0.8 0.1806
H -1.958 2.338 -1.246 -0.6 -0.4 0.1 0.4225
H -2.138 0.084 -2.361 -0.2 -0.6 0.2 0.3327
H -0.886 1.113 -2.814 0.5 0.1 -0.7 0.3446
H 0.115 -1.166 -2.643 -0.5 0.1 -0.2 0.3823
H 0.842 -0.118 -1.567 0.1 0.5 0.1 -0.2081
H -1.271 -2.089 -0.754 0.1 -0.8 -0.4 0.4001
H 0.570 -2.259 -0.713 -0.4 -0.6 0.0 0.3750
H -1.131 -0.471 0.746 0.5 0.5 0.7 0.0363
H 0.585 -0.663 2.468 0.4 -0.5 0.2 0.2094
H 1.571 -1.537 1.212 0.2 0.2 0.3 0.3721
H 0.625 1.346 0.989 0.2 0.3 0.7 0.0658
H 2.075 0.891 2.055 -0.5 0.5 0.3 0.4376
H 2.957 -0.111 -0.230 -0.1 -0.1 0.0 0.3165
H 2.036 1.215 -0.923 -0.1 -0.1 0.2 0.3172
H 3.285 1.525 0.216 -0.2 0.0 0.3 0.3691
O -2.301 -0.605 2.958 -0.2 0.2 0.3 -0.6459
H -2.524 -0.779 2.041 0.0 -0.2 0.0 0.3025
H -1.610 -1.243 3.154 0.1 -0.1 -0.1 0.3310
```
Forces are in eV/Å.

Results
Spin multiplicity = 1
SMILES = CCCCNCCC.O
F_max = 1.5 eV Å⁻¹
LUMO level = 0.034 hartree

=====

Computed, not measured: a 6-piece molecular cluster, C7H19NO5 overall, with ωB97M-V/def2-TZVPD.

The geometry in XYZ format:
```
32
Properties=species:S:1:pos:R:3:forces:R:3:mulliken_spin:R:1
C 1.829 -0.580 1.768 -0.3 0.6 1.4 -0.0840
C 1.792 -0.268 3.112 0.6 0.0 -1.5 0.1666
N 0.493 -0.486 3.599 -0.6 0.8 -1.5 0.0325
C -0.296 -0.790 2.540 -0.2 -0.9 1.9 0.3153
C 0.506 -0.919 1.407 0.8 -0.6 -2.8 0.1905
C 0.130 -1.324 0.076 -1.0 0.4 1.2 0.0819
C -1.076 -1.899 -0.188 0.3 0.2 -0.7 0.2246
C -1.423 -2.381 -1.546 -1.9 -0.7 -0.1 0.0085
H 2.671 -0.498 1.102 0.1 -0.1 0.1 -0.0005
H 2.651 0.144 3.617 -0.4 -0.1 0.8 0.0000
H 0.026 -0.017 4.358 0.5 -0.2 0.7 -0.0025
H -1.323 -1.057 2.733 -0.1 0.3 -0.3 0.0081
H 0.751 -1.151 -0.785 0.8 0.0 0.3 0.0045
H -1.826 -2.011 0.579 0.0 -0.1 0.3 0.0107
H -1.553 -1.612 -2.310 0.7 0.4 0.1 0.0212
H -0.833 -3.214 -1.930 0.5 0.3 0.1 0.0202
H -2.443 -2.791 -1.521 0.2 -0.1 0.1 0.0007
H -3.783 1.619 -0.403 -0.3 0.2 -0.5 0.0000
H -2.547 1.994 0.307 -0.1 0.7 -0.6 -0.0001
O -3.063 2.257 -0.484 0.2 -0.7 1.2 -0.0002
H 0.894 3.471 -0.071 0.6 -0.1 -0.8 0.0000
H 1.252 3.590 1.408 -0.5 0.5 -0.7 0.0000
O 0.688 3.978 0.704 0.0 -0.3 1.7 -0.0001
H 0.736 2.503 -1.717 0.2 0.5 -0.5 0.0001
H 1.895 2.559 -2.636 0.5 -0.1 -0.6 0.0000
O 1.532 3.038 -1.899 -0.8 -0.5 0.8 0.0000
H -1.883 2.053 -2.077 0.3 -0.4 0.1 0.0003
H -0.750 1.198 -1.481 -0.4 0.0 0.0 0.0008
O -1.202 1.392 -2.309 0.3 0.1 -0.1 0.0008
H 1.495 -2.422 -2.341 0.9 -1.1 0.3 -0.0001
H 2.311 -3.627 -1.627 -0.6 -0.5 -0.1 0.0001
O 2.351 -2.748 -1.986 -0.3 1.6 -0.4 0.0002
```
Forces are in eV/Å.

Results
Spin multiplicity = 2
F_max = 3.0 eV Å⁻¹
LUMO level (spin up / spin down) = -0.157 / -0.271 hartree
⟨S²⟩ = 0.777
Net charge = +1

=====

Computed, not measured: an isolated ion of composition C7H19NOP and charge +1, with ωB97M-V/def2-TZVPD.

The geometry in XYZ format:
```
29
Properties=species:S:1:pos:R:3:forces:R:3:mulliken_charge:R:1
C 2.683 -0.518 1.326 0.3 0.2 0.0 -0.9948
C 2.906 0.935 0.932 -0.5 0.0 0.0 -0.6295
C 1.736 1.577 0.160 0.5 -0.4 0.2 -0.2155
C 1.585 0.952 -1.215 0.6 0.4 0.3 -0.5758
O 0.290 1.114 -1.841 0.1 0.2 -0.3 -0.3270
N -0.790 0.735 -1.044 -1.0 -0.1 -0.1 -0.3568
P -0.735 -0.978 -0.375 1.0 -1.2 0.8 0.4542
C -1.704 -1.958 -1.574 -0.2 0.5 0.2 -1.1935
C -1.891 -0.778 1.026 -0.9 0.4 -0.6 -0.6810
C -3.258 -0.130 0.677 0.6 -0.3 -0.1 -0.9889
H 2.553 -1.190 0.485 -0.1 -0.1 -0.1 0.2822
H 1.830 -0.586 1.996 -0.2 -0.2 0.0 0.2328
H 3.555 -0.866 1.871 0.1 -0.1 0.1 0.3717
H 2.996 1.496 1.857 0.3 0.2 0.1 0.3429
H 3.823 1.069 0.363 0.2 0.0 0.0 0.3425
H 0.854 1.453 0.790 -0.2 0.1 0.0 0.2060
H 1.967 2.631 0.063 -0.4 0.3 0.0 0.2678
H 2.237 1.491 -1.893 -0.1 0.1 -0.3 0.3874
H 1.919 -0.078 -1.236 -0.4 -0.4 0.0 0.3491
H -1.599 0.822 -1.667 0.1 0.2 -0.2 0.4246
H -0.960 1.411 -0.292 0.3 0.1 0.1 0.4484
H -2.482 -1.419 -2.109 -0.1 0.1 -0.2 0.3859
H -1.033 -2.468 -2.250 0.1 0.1 -0.3 0.3662
H -2.202 -2.719 -0.978 0.0 -0.1 0.1 0.3859
H -1.402 -0.274 1.853 0.2 0.1 0.0 0.3495
H -2.086 -1.795 1.356 0.3 -0.2 0.1 0.5030
H -3.636 0.451 1.507 -0.2 0.1 0.1 0.3249
H -3.983 -0.889 0.408 -0.2 -0.1 0.1 0.3081
H -3.174 0.512 -0.196 -0.2 0.3 0.0 0.2298
```
Forces are in eV/Å.

Results
Spin multiplicity = 1
SMILES = CCCCO[NH2+]P(C)CC
F_max = 1.7 eV Å⁻¹
LUMO level = -0.110 hartree
Net charge = +1

=====

Computed, not measured: C7H20AlB2O3 as an isolated structure, with ωB97M-V/def2-TZVPD.

The geometry in XYZ format:
```
33
Properties=species:S:1:pos:R:3:forces:R:3:mulliken_charge:R:1
Al -13.566 9.796 -13.900 -1.3 2.4 0.5 1.0117
B -11.221 11.125 -12.951 -2.0 -0.2 0.7 0.2001
H -10.187 11.669 -13.049 1.0 0.0 -1.3 0.0333
H -12.022 11.876 -13.428 -0.9 1.0 -0.5 -0.1096
H -11.212 10.037 -13.479 0.3 -2.0 -0.5 -0.1206
H -11.586 11.004 -11.852 -0.5 -0.6 0.7 -0.0971
B -16.332 9.979 -13.679 3.1 0.9 0.4 0.2194
H -15.937 11.076 -13.671 0.3 0.9 0.1 -0.1445
H -17.491 9.795 -13.732 -0.8 -1.0 -0.3 0.0769
H -15.915 9.521 -14.716 0.4 -0.5 -1.7 -0.0372
H -15.928 9.409 -12.715 0.3 -0.4 1.5 -0.0868
O -14.015 12.002 -11.990 -0.2 -0.6 -0.2 -0.4636
C -13.983 12.991 -11.295 -0.1 -0.5 0.0 0.3421
O -14.830 13.172 -10.283 0.7 0.1 -0.1 -0.3556
C -14.529 14.442 -9.638 -0.9 0.2 -0.4 -0.4261
C -13.769 15.269 -10.663 0.7 -0.5 -0.1 -0.5325
C -13.074 14.170 -11.490 -0.4 0.5 -0.1 -0.3353
H -13.927 14.279 -8.747 -0.2 -0.2 0.1 0.2863
H -15.512 14.854 -9.422 0.2 0.1 0.4 0.3194
H -13.053 15.892 -10.134 -0.1 0.3 -0.3 0.3062
H -14.406 15.848 -11.328 -0.1 0.2 0.3 0.2826
H -12.053 13.962 -11.173 0.0 -0.2 0.0 0.2637
H -13.089 14.367 -12.561 0.3 0.1 0.0 0.2923
C -13.279 9.871 -18.594 0.1 0.0 0.4 -1.0766
C -14.223 10.676 -17.719 0.4 -0.8 -1.0 0.6956
O -14.487 10.289 -16.593 0.3 0.5 1.1 -0.4788
C -14.893 11.812 -18.416 -0.7 0.5 0.4 -1.0840
H -12.283 10.320 -18.552 0.0 0.1 0.0 0.3197
H -13.581 9.836 -19.639 -0.1 0.2 0.0 0.3486
H -13.206 8.850 -18.223 0.0 0.0 0.1 0.3348
H -15.500 12.477 -17.802 0.1 -0.3 0.4 0.3315
H -15.599 11.322 -19.094 0.2 0.1 -0.3 0.3307
H -14.213 12.452 -18.975 0.2 -0.4 -0.2 0.3535
```
Forces are in eV/Å.

Results
Spin multiplicity = 1
F_max = 3.3 eV Å⁻¹
LUMO level = -0.320 hartree
Net charge = +1

=====

Computed, not measured: one molecule with the formula C7H20BO2P, with ωB97M-V/def2-TZVPD.

The geometry in XYZ format:
```
31
Properties=species:S:1:pos:R:3:forces:R:3:mulliken_charge:R:1
C 1.756 -2.761 0.495 -0.1 0.1 -0.4 -0.9851
C 3.001 -2.151 -0.154 -0.4 -0.5 0.4 -0.3473
O 3.504 -1.033 0.579 0.2 0.2 -0.2 -0.5279
B 3.288 0.194 -0.032 0.1 -0.3 -0.2 0.7215
O 4.374 0.948 -0.380 0.1 0.4 1.1 -0.5196
P 1.426 0.852 -0.279 -0.1 0.3 -0.2 0.0049
C -0.402 1.414 -0.335 0.4 -0.4 -0.1 -0.7777
C -1.281 0.177 -0.371 0.0 0.3 0.1 -0.7761
C -2.722 0.364 0.102 -0.3 0.0 -0.1 0.6730
C -3.643 0.979 -0.977 0.0 -0.3 0.5 -1.3977
C -2.839 1.150 1.409 0.1 0.1 -0.2 -1.7122
H 0.882 -2.545 -0.116 -0.2 0.1 0.1 0.2055
H 1.582 -2.344 1.481 0.1 0.0 0.2 0.2826
H 1.828 -3.843 0.546 0.1 -0.2 0.2 0.3555
H 2.747 -1.878 -1.179 0.2 0.1 -0.1 0.3166
H 3.791 -2.894 -0.196 0.2 0.0 0.0 0.4043
H 5.098 0.742 0.241 0.0 -0.1 -0.7 0.3154
H 1.179 -0.095 -1.341 -0.1 0.0 0.0 -0.0776
H 1.194 0.501 1.118 0.0 -0.1 0.0 -0.0705
H 1.881 2.158 -0.674 0.0 0.0 0.0 -0.0573
H -0.553 2.066 -1.194 -0.1 0.1 -0.1 0.4172
H -0.541 1.981 0.583 0.0 0.2 0.1 0.3600
H -0.822 -0.602 0.249 0.1 0.0 0.1 0.2179
H -1.289 -0.216 -1.388 0.0 -0.2 -0.1 0.4049
H -3.114 -0.631 0.313 0.1 -0.2 0.0 0.3921
H -4.055 1.920 -0.625 0.1 0.3 -0.2 0.3253
H -4.499 0.330 -1.138 -0.1 -0.1 -0.2 0.3118
H -3.136 1.119 -1.926 0.0 0.1 -0.1 0.3801
H -2.015 0.972 2.097 0.0 -0.2 0.1 0.3488
H -3.779 0.909 1.895 -0.1 0.0 0.2 0.3923
H -2.843 2.217 1.197 0.0 0.2 0.0 0.4193
```
Forces are in eV/Å.

Results
Spin multiplicity = 1
SMILES = CCOB(O)[PH3]CCC(C)C
F_max = 1.1 eV Å⁻¹
LUMO level = 0.021 hartree

=====

Computed, not measured: a 7-piece molecular cluster, C7H20Cl2N6O12 overall, with ωB97M-V/def2-TZVPD.

The geometry in XYZ format:
```
47
Properties=species:S:1:pos:R:3:forces:R:3:mulliken_spin:R:1
C -0.934 0.568 -5.019 0.2 0.0 -1.4 0.0001
N -0.669 1.526 -3.939 2.1 0.8 1.4 -0.0003
O 0.490 1.937 -3.803 -2.0 -0.6 -0.3 0.0002
O -1.593 1.852 -3.195 0.2 -0.3 -0.7 0.0013
H -0.039 0.407 -5.619 0.2 0.0 0.6 0.0000
H -1.603 1.077 -5.714 -0.5 -0.2 0.3 0.0000
H -1.311 -0.386 -4.649 -0.2 0.4 0.2 -0.0001
C -1.380 -0.515 3.000 -0.1 -0.6 -0.4 0.0000
N -1.369 -1.668 2.055 -0.4 0.3 0.9 0.0000
O -1.974 -1.509 1.000 0.3 -0.8 0.1 0.0000
O -0.731 -2.625 2.432 -0.4 -0.1 -1.1 0.0000
H -0.304 -0.348 3.052 -0.3 0.8 0.4 0.0000
H -1.765 -0.856 3.961 0.1 -0.1 -0.1 0.0000
H -2.028 0.215 2.514 0.6 0.3 0.4 0.0000
C 1.537 1.775 -0.260 0.2 -1.0 -0.7 0.0000
N 0.216 1.378 0.338 0.0 -0.1 0.3 -0.0001
O 0.083 1.609 1.531 -0.2 0.0 -0.8 0.0001
O -0.631 0.819 -0.364 0.8 1.0 0.6 0.0004
H 1.638 2.854 -0.381 -0.5 -0.1 0.0 0.0000
H 1.598 1.214 -1.193 -0.1 0.5 -0.1 0.0000
H 2.358 1.401 0.351 -0.4 0.1 0.4 0.0000
C -0.190 -2.750 -1.213 -0.5 -0.3 -0.7 -0.0002
N 1.023 -2.510 -0.389 1.2 -1.2 1.0 0.0000
O 1.733 -3.480 -0.105 -1.2 1.1 -0.7 0.0000
O 1.290 -1.377 -0.036 -0.4 0.1 -0.2 0.0000
H -0.891 -1.915 -1.183 0.5 0.1 0.3 0.0004
H -0.712 -3.659 -0.916 0.4 0.1 0.4 0.0000
H 0.151 -2.912 -2.235 0.2 0.1 0.1 0.0000
C 1.649 1.605 4.664 -1.2 0.5 0.3 0.0000
N 1.651 0.449 5.585 2.2 -0.9 1.2 0.0000
O 1.856 0.630 6.773 -0.6 0.4 -0.4 0.0000
O 1.612 -0.665 5.088 -0.6 0.4 -0.5 0.0000
H 2.443 1.502 3.924 -0.5 -0.3 0.0 0.0000
H 1.727 2.555 5.192 0.3 -0.4 0.3 0.0000
H 0.613 1.547 4.329 0.3 0.3 -1.0 0.0000
C -3.686 0.752 -1.472 0.4 -0.8 0.0 0.0260
N -4.986 1.353 -1.771 -0.4 -1.5 -3.1 -0.0216
O -5.381 2.358 -1.112 -0.3 0.2 0.3 0.9293
O -5.650 0.973 -2.712 0.7 1.2 2.3 0.0481
H -3.458 0.152 -2.353 0.0 0.4 -0.3 0.0143
H -3.821 -0.005 -0.699 0.0 0.4 0.7 -0.0037
H -2.920 1.511 -1.313 -0.1 0.0 0.4 0.0059
C 4.905 -1.364 -0.662 0.1 -0.5 -0.3 0.0000
Cl 4.035 -0.046 -1.471 0.2 0.0 0.1 0.0000
Cl 5.368 -2.609 -1.853 0.0 0.2 0.2 0.0000
H 5.813 -0.965 -0.208 -0.3 -0.1 -0.1 0.0000
H 4.238 -1.853 0.047 0.1 0.3 0.0 0.0000
```
Forces are in eV/Å.

Results
Spin multiplicity = 2
F_max = 3.5 eV Å⁻¹
LUMO level (spin up / spin down) = -0.269 / -0.382 hartree
⟨S²⟩ = 0.758
Net charge = +1